13
Properties=species:S:1:pos:R:3 method="wB97M-V/def2-TZVPD" e_above_lowest_kj_mol=633.1 homo_energy_ev="-7.68 / -7.00" lumo_ev="-1.194 / -2.103"
C -1.37 -1.06 0.78
C -0.36 0.03 0.59
O 0.05 0.77 1.48
C 0.37 0.28 -0.74
C 1.06 1.58 -0.41
N 1.54 -0.53 -0.83
H -1.69 -1.12 1.82
H -0.94 -2.02 0.48
H -2.23 -0.87 0.13
H -0.34 0.27 -1.60
H 0.53 2.50 -0.17
H 2.13 1.63 -0.58
H 1.25 -1.52 -0.86